C3H7NO in the gas phase in a non-equilibrium geometry, computed with the ωB97M-V functional and the def2-TZVPD basis.

**HOMO energy**: -8.52 eV
**Net charge**: 0
**ΔE to the lowest compared entry with this formula, charge and spin**: 78.2 kcal/mol
**LUMO level**: 0.909 eV

Structure (XYZ):
```
12
C3H7NO (the ωB97M-V functional and the def2-TZVPD basis)
O 1.471 -0.636 0.145
C 0.969 0.666 -0.016
C -0.455 0.636 -0.345
C -1.293 -0.071 0.738
N -1.057 -0.569 -0.678
H 2.346 -0.556 0.370
H 1.650 1.048 -0.876
H 0.973 1.264 0.897
H -0.975 1.652 -0.640
H -0.830 -0.676 1.573
H -2.202 0.464 0.939
H -0.659 -1.513 -0.927
```

=====

A molecular structure, C34H66N12O4S3SeV, computed with the ωB97M-V functional and the def2-TZVPD basis.

**HOMO energy (spin up / spin down)**: -5.39 / -4.84 eV
**2S+1**: 2
**Net charge**: 0
**ΔE to the lowest compared entry with this formula, charge and spin**: 0.0 kcal/mol
**LUMO level (spin up / spin down)**: -0.052 / -0.052 eV

Structure (XYZ):
```
121
C34H66N12O4S3SeV (the ωB97M-V functional and the def2-TZVPD basis)
V 0.013 0.235 -1.018
C 2.051 -3.723 2.624
N 1.134 -3.084 1.700
C 1.412 -3.251 0.290
C 0.214 -2.149 2.068
N -0.265 -1.297 1.216
C -1.610 -0.808 1.506
C -2.506 -1.068 0.304
N -2.103 -0.364 -0.923
C -2.242 -1.219 -2.117
C -1.118 -2.224 -2.212
N 0.194 -1.585 -2.101
C 1.153 -2.046 -2.825
N 1.102 -3.223 -3.547
C 1.628 -3.243 -4.898
C 0.620 -4.487 -3.046
N 2.358 -1.329 -2.892
C 2.501 -0.263 -3.878
C 3.563 -2.101 -2.679
C -2.860 0.888 -1.111
C -2.480 1.894 -0.045
N -1.027 1.918 0.181
C -0.504 3.040 0.584
N -0.991 4.281 0.227
C -1.269 5.327 1.185
C -1.356 4.568 -1.150
N 0.607 3.021 1.389
C 0.856 1.879 2.251
C 1.503 4.150 1.545
N -0.201 -2.240 3.393
C -0.558 -3.495 4.011
C -0.430 -1.053 4.180
H 3.078 -3.559 2.300
H 1.860 -4.799 2.686
H 1.946 -3.291 3.616
H 2.012 -4.152 0.156
H 0.475 -3.359 -0.252
H 1.943 -2.397 -0.134
H -1.592 0.254 1.755
H -2.069 -1.337 2.347
H -3.545 -0.813 0.550
H -2.479 -2.141 0.106
H -2.242 -0.580 -2.994
H -3.205 -1.751 -2.095
H -1.218 -2.750 -3.162
H -1.217 -2.957 -1.401
H 1.623 -2.240 -5.317
H 0.962 -3.847 -5.518
H 2.633 -3.676 -4.960
H 0.277 -4.392 -2.022
H 1.425 -5.231 -3.063
H -0.209 -4.872 -3.650
H 1.529 0.007 -4.277
H 3.143 -0.596 -4.705
H 2.943 0.627 -3.429
H 3.420 -2.822 -1.873
H 4.363 -1.423 -2.373
H 3.911 -2.636 -3.574
H -3.939 0.681 -1.082
H -2.618 1.265 -2.102
H -2.959 1.619 0.904
H -2.903 2.857 -0.321
H -1.153 4.955 2.200
H -2.306 5.657 1.068
H -0.623 6.201 1.054
H -1.105 3.723 -1.791
H -0.789 5.437 -1.500
H -2.422 4.800 -1.244
H 0.569 0.951 1.764
H 0.318 1.979 3.204
H 1.923 1.815 2.460
H 1.464 4.787 0.665
H 2.522 3.776 1.647
H 1.282 4.753 2.431
H -0.444 -4.308 3.298
H -1.604 -3.472 4.338
H 0.062 -3.714 4.888
H -0.086 -0.180 3.629
H 0.127 -1.117 5.122
H -1.488 -0.910 4.427
C 6.949 -1.053 1.937
N 6.223 -0.638 3.123
C 6.810 -0.309 4.332
C 5.819 0.040 5.171
N 4.633 -0.079 4.469
C 3.319 0.217 5.011
C 4.877 -0.489 3.199
Se 3.636 -0.764 1.866
H 7.696 -1.795 2.212
H 7.435 -0.198 1.469
H 6.235 -1.487 1.242
H 7.874 -0.359 4.482
H 5.845 0.354 6.199
H 3.185 -0.311 5.954
H 2.578 -0.118 4.289
H 3.207 1.290 5.171
C 3.333 7.168 -3.319
C 3.324 5.869 -2.560
C 4.050 5.725 -1.378
C 4.031 4.531 -0.674
C 3.295 3.463 -1.169
C 2.578 3.574 -2.347
C 2.589 4.782 -3.028
S 3.268 1.943 -0.229
C 4.712 1.209 -0.999
O 2.105 1.131 -0.703
H 3.838 7.953 -2.758
H 2.316 7.501 -3.533
H 3.844 7.056 -4.277
H 4.623 6.563 -0.998
H 4.577 4.439 0.260
H 1.979 2.745 -2.714
H 2.008 4.870 -3.939
H 4.832 0.221 -0.558
H 4.547 1.157 -2.073
H 5.571 1.843 -0.774
O -2.447 1.048 -4.446
S -1.007 0.907 -4.660
O -0.466 1.748 -5.710
O -0.596 -0.502 -4.764
S -0.102 1.638 -2.888
```

=====

A molecular structure, C3H4O3Yb in a non-equilibrium geometry, computed with the ωB97M-V functional and the def2-TZVPD basis.

**HOMO energy**: -18.80 eV
**Net charge**: +2
**ΔE to the lowest compared entry with this formula, charge and spin**: 34.4 kcal/mol
**LUMO level**: -9.647 eV

Structure (XYZ):
```
11
C3H4O3Yb (the ωB97M-V functional and the def2-TZVPD basis)
H -1.975 1.221 0.673
O 0.672 0.890 0.403
Yb 3.073 1.019 0.192
C -0.447 1.110 -0.161
C -1.577 0.205 0.146
H -0.398 1.513 -1.186
H -2.120 -0.064 -0.771
H -1.513 -0.391 1.067
O 2.469 -1.287 -0.045
C 1.414 -1.827 -0.078
O 0.401 -2.390 -0.240
```

=====

C10H17ClSi in the gas phase in a non-equilibrium geometry, computed with the ωB97M-V functional and the def2-TZVPD basis.

**HOMO energy**: -8.03 eV
**Net charge**: 0
**ΔE to the lowest compared entry with this formula, charge and spin**: 0.0 kcal/mol
**LUMO level**: 0.771 eV

Structure (XYZ):
```
29
C10H17ClSi (the ωB97M-V functional and the def2-TZVPD basis)
C 3.131 1.804 -0.723
C 2.111 0.715 -0.393
C 0.966 0.418 -1.054
C 0.085 -0.462 -0.287
C -0.555 -1.607 -1.071
Si -1.258 0.886 0.081
C -2.546 -0.095 1.245
C -2.257 1.185 -1.519
Cl -0.470 2.455 1.156
C 0.948 -0.784 0.898
C 0.592 -1.799 1.929
C 2.042 -0.044 0.807
H 3.243 1.926 -1.826
H 4.083 1.445 -0.425
H 2.977 2.729 -0.141
H 0.604 0.603 -2.152
H -1.488 -1.363 -1.508
H -0.620 -2.395 -0.399
H -0.038 -2.015 -1.895
H -2.767 0.434 2.189
H -3.599 -0.232 0.918
H -2.031 -0.971 1.540
H -2.945 0.362 -1.599
H -2.828 2.081 -1.525
H -1.589 1.066 -2.356
H 1.428 -2.071 2.510
H 0.073 -2.642 1.402
H -0.182 -1.345 2.629
H 2.893 -0.285 1.568
```

=====

C5H10 in the gas phase in a non-equilibrium geometry, computed with the ωB97M-V functional and the def2-TZVPD basis.

**HOMO energy**: -10.24 eV
**Net charge**: 0
**ΔE to the lowest compared entry with this formula, charge and spin**: 34.0 kcal/mol
**LUMO level**: 1.270 eV

Structure (XYZ):
```
15
C5H10 (the ωB97M-V functional and the def2-TZVPD basis)
C 1.426 -0.543 -0.995
C 0.584 -0.143 0.154
C -0.106 1.211 0.049
C -1.395 0.468 0.596
C -0.674 -0.908 0.350
H 1.059 -0.335 -1.981
H 2.364 0.000 -0.854
H 1.703 -1.645 -1.133
H 1.253 -0.250 1.110
H 0.217 2.036 0.676
H -0.187 1.453 -0.977
H -2.410 0.702 0.133
H -1.474 0.628 1.614
H -0.937 -1.401 -0.636
H -0.598 -1.692 1.116
```

=====

C3H5NS in the gas phase in a non-equilibrium geometry, computed with the ωB97M-V functional and the def2-TZVPD basis.

**HOMO energy**: -8.71 eV
**Net charge**: 0
**ΔE to the lowest compared entry with this formula, charge and spin**: 43.8 kcal/mol
**LUMO level**: -0.440 eV

Structure (XYZ):
```
10
C3H5NS (the ωB97M-V functional and the def2-TZVPD basis)
S 2.541 -0.034 0.048
C 0.938 -0.034 -0.172
C -0.056 1.049 0.060
N -1.174 0.048 0.144
C -0.229 -1.075 0.072
H 0.066 1.758 0.983
H -0.044 1.764 -0.748
H -1.775 0.040 -0.686
H -0.169 -1.847 -0.754
H -0.096 -1.669 1.052
```